Molecular formula: C2H3F2NO3
Method: DFT, ωB97M-V/def2-TZVPD

Values from the calculation:
* HOMO-LUMO gap: 9.15 eV
* net charge: 0
* spin multiplicity: 1

Geometry (Å):
C  0.30725  0.17605  -0.68854
C  -1.38140  -0.49882  0.32859
N  1.23842  -0.12541  0.37467
O  1.49786  -1.28284  0.60026
O  1.83492  0.81616  0.83012
O  0.29478  1.46378  -1.03193
F  -1.41581  0.21299  1.40963
F  -2.42219  -0.21712  -0.51601
H  0.18310  -0.68347  -1.33814
H  -1.16456  -1.69768  0.46973
H  1.02763  1.83637  -0.43839

Atoms 1-2, force components in eV/Å:
-3.9963 -1.9622 2.0352
2.9815 -1.4321 -3.1798


Molecular formula: C2H3F2NOS
Method: DFT, ωB97M-V/def2-TZVPD

Values from the calculation:
* HOMO-LUMO gap: 9.84 eV
* net charge: 0
* spin multiplicity: 1

Geometry (Å):
C  -1.88178  1.90385  -0.96479
C  0.00795  -0.46795  0.48771
N  -2.23261  0.76797  -0.84360
O  -1.64465  3.02827  -1.12280
F  -0.71533  -1.49319  0.74344
F  0.02742  0.33371  1.57855
S  2.28082  -1.67006  0.27302
H  2.62098  -0.72793  -0.57108
H  -1.77376  -0.02536  -0.77301
H  3.31094  -1.64931  1.19255

Atoms 1-2, force components in eV/Å:
0.2905 0.0902 -0.3048
0.6193 2.1292 -0.2822


Molecular formula: C2H3F2NS
Method: DFT, ωB97M-V/def2-TZVPD

Values from the calculation:
* HOMO-LUMO gap: 8.59 eV
* net charge: 0
* spin multiplicity: 1
* SMILES string: NC(=S)C(F)F

Geometry (Å):
C  0.41032  -0.34092  -0.00755
C  -0.97979  -0.38947  -0.04216
H  2.01287  0.89208  -0.36560
H  0.45327  1.86917  -0.10815
H  -1.37237  0.53386  -0.46217
N  0.89012  0.92952  -0.02508
F  -1.42531  -1.50539  -0.64845
F  -1.47897  -0.48177  1.27849
S  1.48987  -1.50707  0.38067

Atoms 1-2, force components in eV/Å:
5.0254 1.3256 1.5374
-4.6092 -1.1766 1.5005


Molecular formula: C2H3F2OP
Method: DFT, ωB97M-V/def2-TZVPD

Values from the calculation:
* HOMO-LUMO gap: 10.46 eV
* net charge: 0
* spin multiplicity: 1
* SMILES string: O=CC(F)(F)P

Geometry (Å):
C  1.09446  0.47588  -0.40802
C  0.03690  -0.62796  -0.20119
O  0.68561  1.56982  -0.77559
F  0.78011  -1.72124  0.14722
F  -0.49170  -0.96665  -1.38065
P  -1.38407  -0.35799  1.05376
H  2.18331  0.13842  -0.31775
H  -0.97019  0.93077  1.73388
H  -1.93443  0.55896  0.14833

Atoms 1-2, force components in eV/Å:
-1.2659 1.7401 -1.2316
1.2659 -0.0533 1.1758


Molecular formula: C2H3F2OP
Method: DFT, ωB97M-V/def2-TZVPD

Values from the calculation:
* HOMO-LUMO gap: 8.55 eV
* net charge: 0
* spin multiplicity: 1

Geometry (Å):
C  -0.11189  0.02523  -0.02430
C  -1.08577  -2.67941  0.37924
O  -2.27074  -0.52996  1.77517
F  -0.53008  -2.99757  -0.77536
F  -1.96898  -3.57558  0.80512
P  -1.49198  -1.04872  0.64821
H  0.71441  -0.62577  -0.57900
H  0.18136  0.83631  0.64224
H  -0.69939  0.48983  -0.78191

Atoms 1-2, force components in eV/Å:
0.1905 -2.2030 -0.8702
-1.3083 0.9798 0.1549


Molecular formula: C2H3F2P
Method: DFT, ωB97M-V/def2-TZVPD

Values from the calculation:
* HOMO-LUMO gap: 9.79 eV
* net charge: 0
* spin multiplicity: 1
* SMILES string: FC/C=P/F

Geometry (Å):
C  -1.04222  -0.31143  0.10127
C  0.30491  0.34770  -0.08039
F  2.93872  0.60873  -0.32665
F  -1.13615  -1.74126  -0.08908
P  1.77557  -0.34888  0.25496
H  -1.72123  0.22029  -0.58442
H  -1.42794  -0.15707  1.11660
H  0.30835  1.38191  -0.39228

Atoms 1-2, force components in eV/Å:
-0.5089 -0.2047 0.3233
1.0754 -0.7013 0.3054


Repeat the fifth record exactly.
Molecular formula: C2H3F2OP
Method: DFT, ωB97M-V/def2-TZVPD

Values from the calculation:
* HOMO-LUMO gap: 8.55 eV
* net charge: 0
* spin multiplicity: 1

Geometry (Å):
C  -0.11189  0.02523  -0.02430
C  -1.08577  -2.67941  0.37924
O  -2.27074  -0.52996  1.77517
F  -0.53008  -2.99757  -0.77536
F  -1.96898  -3.57558  0.80512
P  -1.49198  -1.04872  0.64821
H  0.71441  -0.62577  -0.57900
H  0.18136  0.83631  0.64224
H  -0.69939  0.48983  -0.78191

Atoms 1-2, force components in eV/Å:
0.1905 -2.2030 -0.8702
-1.3083 0.9798 0.1549


Question: Look up the HOMO-LUMO gap of the first one.
Answer: 9.15 eV